DFT (ωB97M-V with the def2-TZVPD basis set) results for 12 unconnected molecules or ions with the total composition H24O12.

## Properties
- Multiplicity: 1
- Highest occupied orbital energy: -0.397 hartree
- Energy above the lowest of the compared OMol25 structures with the same formula, charge and spin: 387.2 kJ/mol
- Total charge: 0
- HOMO-LUMO gap: 10.364 eV
- Calculated total energy: -917.177897 a.u.
- SMILES: O.O.O.O.O.O.O.O.O.O.O.O

Geometry (Å):
1 H 0.391 4.018 0.672
2 H -0.846 2.560 -2.398
3 H -1.628 2.764 0.377
4 O -2.462 -1.750 -0.295
5 H 0.200 -2.017 -2.691
6 H 3.635 0.701 0.739
7 O -1.890 3.638 0.747
8 H 2.340 0.443 0.339
9 O 2.628 -2.727 0.529
10 H 2.537 -1.157 3.573
11 H 3.467 0.421 -2.062
12 H 3.784 1.603 -1.261
13 H 1.049 -1.997 -3.874
14 H -1.679 1.262 -2.561
15 H 2.283 -1.917 0.846
16 H -2.897 3.552 0.887
17 H 1.921 -3.102 -0.051
18 H 1.018 -1.651 3.895
19 H -1.871 -1.619 0.505
20 O -1.700 2.118 -2.209
21 O 0.038 -0.389 0.661
22 O 0.510 -1.385 -3.365
23 H -3.809 -0.086 2.447
24 H 0.198 0.172 1.446
25 H -1.632 -2.374 -1.417
26 O 4.039 0.670 -1.299
27 H -0.032 2.932 1.570
28 O -1.619 -2.852 -2.266
29 H -3.308 -1.986 -0.010
30 H -1.767 -2.181 -2.969
31 O 1.926 -1.587 4.108
32 O 2.756 0.505 1.141
33 H -4.303 0.272 1.171
34 O 0.861 3.267 1.203
35 O -3.404 0.177 1.576
36 H -0.738 -0.298 0.296



DFT (ωB97M-V with the def2-TZVPD basis set) results for 2 unconnected molecules or ions with the total composition C3H9N3O3.

## Properties
- Multiplicity: 1
- Highest occupied orbital energy: -0.363 hartree
- Energy above the lowest of the compared OMol25 structures with the same formula, charge and spin: 10.3 kJ/mol
- Total charge: 0
- HOMO-LUMO gap: 10.195 eV
- Calculated total energy: -509.747945 a.u.
- SMILES: NC(=O)CNC(N)=O.O

Geometry (Å):
1 N 2.065 -0.136 -0.694
2 H -2.739 -0.296 1.988
3 O 0.855 1.408 0.353
4 O -2.201 -2.474 0.939
5 O 3.041 2.820 -0.032
6 H 2.153 2.548 0.304
7 C 0.871 0.379 -0.320
8 H -0.750 -2.132 -0.938
9 C -1.866 -1.371 0.552
10 N -1.044 -1.262 -0.548
11 H 2.859 0.374 -0.359
12 H 2.903 2.912 -0.980
13 H 2.085 -0.993 -1.213
14 H -1.124 0.743 -1.015
15 N -2.352 -0.200 1.061
16 C -0.392 -0.070 -1.027
17 H -0.260 -0.102 -2.114
18 H -1.873 0.686 1.020



DFT (ωB97M-V with the def2-TZVPD basis set) results for 5 unconnected molecules or ions with the total composition C27H64N4O5.

## Properties
- Multiplicity: 1
- Highest occupied orbital energy: -0.295 hartree
- Energy above the lowest of the compared OMol25 structures with the same formula, charge and spin: 0.0 kJ/mol
- Total charge: 0
- HOMO-LUMO gap: 8.347 eV
- Calculated total energy: -1662.124922 a.u.
- SMILES: CC1(C)CCCC(C)(C)N1O.CC1(C)CCCC(C)(C)N1O.COC[C@H](C)N.COC[C@H](C)N.CO

Geometry (Å):
1 H 5.742 -11.841 21.385
2 H 4.321 0.578 26.438
3 O 4.817 -9.228 22.159
4 H 7.009 -11.448 28.098
5 C 5.520 -10.805 29.548
6 H 4.824 2.211 26.733
7 H 1.673 0.863 29.730
8 H 6.676 -5.148 26.295
9 H 5.321 -7.744 17.844
10 H 8.383 -10.337 19.568
11 H 10.416 -4.039 24.614
12 H 5.514 -8.951 30.232
13 C 6.897 -9.257 18.481
14 H 6.351 -10.135 18.134
15 H 0.915 2.315 29.216
16 C 2.886 2.564 30.272
17 O 4.915 -6.026 25.802
18 C 6.474 -13.703 27.523
19 H 12.262 -2.481 21.298
20 O 3.904 1.360 28.316
21 H 6.102 -4.797 24.685
22 H 5.408 -11.257 19.769
23 H 3.022 1.745 26.571
24 H 8.526 -10.610 21.958
25 H 2.993 3.372 28.302
26 H 7.952 -8.987 22.534
27 H 12.187 -3.900 24.615
28 H 8.185 -8.675 20.095
29 H 6.209 -13.500 26.485
30 H 3.538 1.953 30.897
31 C 11.287 -3.790 24.009
32 H 4.510 3.267 29.194
33 H 3.923 -12.131 30.335
34 H 7.553 -13.558 27.481
35 H 9.566 -0.024 20.044
36 C 12.448 -2.231 22.342
37 H 0.902 1.915 30.922
38 H 5.283 -11.172 27.452
39 H 7.125 -10.451 22.962
40 N 9.908 -2.447 22.324
41 C 4.944 -8.374 19.903
42 H 7.786 -2.107 20.559
43 C 4.377 -7.055 20.477
44 H 7.566 -8.985 17.665
45 H 9.089 -3.962 21.876
46 H 12.069 -1.282 24.752
47 H 13.245 -2.839 22.771
48 C 6.738 -9.955 20.921
49 O 5.655 -12.923 28.454
50 H 3.757 -10.431 30.744
51 N 5.665 -8.934 21.066
52 C 7.949 -1.402 21.374
53 H 8.659 -0.124 23.532
54 C 10.199 -0.801 20.472
55 H 10.624 0.803 24.498
56 C 3.789 -9.198 19.389
57 C 3.623 2.708 28.894
58 C 11.134 -2.454 23.190
59 H 4.139 -9.827 18.571
60 C 7.644 -9.558 19.756
61 C 1.519 1.902 30.024
62 H 10.354 -1.466 24.999
63 H 11.307 -4.646 23.334
64 N 2.763 3.923 30.777
65 H 7.415 -0.491 21.106
66 C 9.513 -0.031 22.860
67 C 9.478 -1.176 21.775
68 H 6.229 -11.126 30.311
69 H 5.324 -4.014 26.122
70 H 3.460 -10.996 29.047
71 N 5.615 -9.385 29.325
72 H 9.428 0.927 22.347
73 C 11.112 -1.311 24.232
74 O 9.856 -3.531 21.493
75 H 12.995 -1.290 22.293
76 H 6.925 -12.017 20.117
77 H 1.774 4.112 30.855
78 H 4.722 -8.440 22.699
79 C 5.780 -4.919 25.719
80 H 2.939 -8.557 19.156
81 H 11.220 -0.478 20.674
82 H 3.546 -7.245 21.156
83 C 7.667 -9.967 22.150
84 H 6.332 -14.764 27.730
85 H 6.611 -9.362 29.161
86 C 10.770 0.034 23.740
87 H 4.868 -6.416 26.678
88 H 3.347 -9.947 20.047
89 H 4.047 -6.420 19.655
90 H 3.050 4.045 31.738
91 C 5.933 -11.518 28.256
92 C 5.876 -8.061 18.727
93 H 6.477 -7.178 18.943
94 C 4.054 -11.119 29.953
95 C 4.021 1.502 26.933
96 H 7.357 -1.920 22.129
97 H 11.544 0.405 23.067
98 C 6.186 -11.331 20.529
99 H 10.267 -1.651 19.793
100 H 5.120 -6.484 21.035



DFT (ωB97M-V with the def2-TZVPD basis set) results for 2 unconnected molecules or ions with the total composition C30H49BrClN2O8P.

## Properties
- Multiplicity: 1
- Highest occupied orbital energy: -0.274 hartree
- Total charge: 0
- HOMO-LUMO gap: 4.869 eV
- Calculated total energy: -5259.205833 a.u.

Geometry (Å):
1 C -4.543 -2.723 -1.332
2 H -0.373 -0.436 0.582
3 O 0.929 0.530 -0.716
4 C 2.400 -3.457 0.435
5 C 4.086 1.873 -1.755
6 H -2.212 2.091 0.379
7 H 0.938 -2.799 -2.712
8 H -0.418 1.894 0.715
9 P 4.576 0.384 3.106
10 C 2.216 3.065 2.174
11 H -5.362 -0.304 0.807
12 C 0.177 2.481 -3.245
13 C 1.445 1.374 0.157
14 O 3.552 -0.480 2.509
15 H 1.306 -0.990 0.674
16 Br 2.768 4.172 3.583
17 H -4.255 -2.239 -2.248
18 H 0.258 1.395 -3.161
19 H 0.748 -4.650 0.964
20 O -1.308 -4.157 4.266
21 C -5.353 -2.862 0.735
22 H 5.167 1.861 -1.877
23 C 3.432 1.525 -3.107
24 C 1.491 3.165 -2.875
25 H 2.147 -1.823 -1.888
26 C 0.504 -0.718 -0.004
27 H -0.685 3.721 -1.682
28 C -4.081 1.677 -0.518
29 C 0.145 -1.798 -0.986
30 C -0.084 -3.130 -0.237
31 H 4.649 0.572 -0.091
32 C 0.646 -2.926 2.195
33 H 3.796 2.881 -1.465
34 H 2.821 -2.475 0.660
35 H -3.130 -0.294 -0.462
36 C 2.801 1.552 0.348
37 C -5.243 -0.567 -0.244
38 C -5.027 -4.129 0.344
39 C -4.515 -4.041 -0.970
40 H 1.344 4.241 -2.987
41 C 2.672 2.700 -3.734
42 C 3.167 2.394 1.390
43 H 3.245 0.013 -1.008
44 H -6.155 -0.290 -0.776
45 H 5.683 -0.270 3.640
46 H -4.065 0.043 -1.901
47 H -0.189 -3.904 -0.999
48 H -0.831 -1.523 -1.399
49 H 0.898 -1.052 -2.882
50 O -3.437 -4.664 5.148
51 C -2.697 2.323 -0.577
52 H -5.131 -5.030 0.921
53 H -1.058 -3.053 0.251
54 H 3.368 3.511 -3.947
55 H 2.273 2.357 -4.690
56 C -0.263 3.522 2.637
57 H -2.797 3.410 -0.597
58 N 0.566 2.053 0.912
59 N -5.055 -2.003 -0.283
60 C 3.749 0.887 -0.603
61 H 1.712 2.997 -1.817
62 O -2.194 -2.852 6.017
63 H 2.972 -4.174 1.023
64 H 2.713 0.711 -2.971
65 C -4.048 0.178 -0.818
66 C 4.635 2.577 1.692
67 C 1.098 -1.862 -2.182
68 C 0.921 -3.581 0.834
69 H 4.194 1.154 -3.789
70 O 5.213 3.611 1.582
71 H -1.130 1.094 -1.421
72 O -1.496 -5.071 6.434
73 H -0.996 2.764 2.906
74 H 0.291 -1.900 2.109
75 H -1.701 3.536 -3.084
76 C 0.881 2.896 1.916
77 H 4.121 1.262 4.098
78 H -0.741 4.252 1.983
79 C -1.818 1.867 -1.759
80 H -0.091 -3.451 2.795
81 Cl -2.116 -4.191 5.476
82 H 0.074 4.028 3.533
83 H -4.787 2.175 -1.183
84 H -4.475 1.811 0.492
85 H 2.572 -3.718 -0.609
86 H -5.772 -2.539 1.672
87 C -1.024 2.992 -2.425
88 H 0.003 2.695 -4.301
89 H -4.154 -4.843 -1.589
90 H -2.463 1.408 -2.507
91 O 5.281 1.409 2.046
92 H 1.565 -2.887 2.782



DFT (ωB97M-V with the def2-TZVPD basis set) results for a single C17H17BrN2O5 molecule.

## Properties
- Multiplicity: 1
- Highest occupied orbital energy: -0.306 hartree
- Energy above the lowest of the compared OMol25 structures with the same formula, charge and spin: 369.0 kJ/mol
- Total charge: 0
- HOMO-LUMO gap: 7.864 eV
- Calculated total energy: -3717.656028 a.u.
- SMILES: COc1ccccc1OCCCC(=O)Nc1ccc([N+](=O)[O-])cc1Br

Geometry (Å):
1 H 1.245 -3.720 -0.127
2 C -0.154 1.271 3.150
3 O -0.838 3.155 0.078
4 H -2.092 1.613 3.994
5 C -2.075 2.477 2.025
6 N -1.784 1.075 0.091
7 O 1.453 -1.035 -4.818
8 C 3.123 0.680 -1.034
9 C -0.347 1.116 -1.871
10 C 0.030 -1.376 1.982
11 C -1.465 2.300 0.645
12 H 2.387 -1.759 -1.037
13 H -2.387 0.477 0.647
14 H -3.163 2.502 1.920
15 H 3.476 1.700 -1.173
16 C 0.244 -2.625 1.411
17 H 0.107 0.510 3.896
18 C 0.651 -0.252 1.467
19 C -0.061 -0.900 -3.137
20 H 0.242 2.235 3.482
21 C 1.522 -0.388 0.361
22 C -0.959 -1.569 -2.313
23 H -1.182 -2.609 -2.500
24 H 2.758 0.293 -1.991
25 O 0.230 -2.757 -4.408
26 N 0.582 -1.615 -4.200
27 H -0.625 -1.302 2.836
28 C 0.230 0.445 -2.924
29 C -1.533 -0.887 -1.267
30 H -0.257 -3.486 1.825
31 O 2.098 0.765 -0.074
32 H -1.744 3.447 2.398
33 Br -2.764 -1.817 -0.152
34 H -0.115 2.150 -1.678
35 C -1.678 1.376 3.012
36 C 1.079 -2.754 0.324
37 H 3.949 0.053 -0.683
38 O 0.507 1.026 1.930
39 C 1.723 -1.639 -0.196
40 H -2.094 0.414 2.706
41 H 0.908 0.949 -3.596
42 C -1.227 0.460 -1.002



DFT (ωB97M-V with the def2-TZVPD basis set) results for a molecular structure, C5H6O2.

## Properties
- Multiplicity: 1
- Highest occupied orbital energy: -0.336 hartree
- Energy above the lowest of the compared OMol25 structures with the same formula, charge and spin: 496.9 kJ/mol
- Total charge: 0
- HOMO-LUMO gap: 9.403 eV
- Calculated total energy: -344.412664 a.u.

Geometry (Å):
1 H 0.147 1.849 -1.701
2 C 1.301 0.123 -0.588
3 O 0.661 -0.739 1.903
4 C 0.241 1.010 -1.018
5 H 2.231 -0.059 -1.145
6 O -0.992 1.116 0.407
7 C -0.497 -0.471 1.591
8 C -1.041 -0.311 0.203
9 H 1.403 0.031 0.565
10 H -2.035 -0.767 0.052
11 C -0.081 -0.438 -0.960
12 H -1.056 -0.270 2.509
13 H -0.283 -1.074 -1.815



DFT (ωB97M-V with the def2-TZVPD basis set) results for 2 unconnected molecules or ions with the total composition C3H5ClFN3.

## Properties
- Multiplicity: 1
- Highest occupied orbital energy: -0.312 hartree
- Energy above the lowest of the compared OMol25 structures with the same formula, charge and spin: 416.2 kJ/mol
- Total charge: 0
- HOMO-LUMO gap: 9.246 eV
- Calculated total energy: -841.408211 a.u.

Geometry (Å):
1 H -2.445 0.354 -1.852
2 N -1.344 0.102 -0.067
3 H -1.442 -2.197 2.178
4 H -0.773 0.438 -2.127
5 H -1.606 -1.124 -1.727
6 C 2.163 1.220 0.895
7 H 1.790 1.609 1.938
8 Cl 3.352 2.207 0.143
9 C -1.507 0.010 -1.464
10 F 2.308 -0.317 -0.675
11 N 1.670 0.143 0.499
12 C -0.922 -1.631 1.546
13 N -1.245 -0.815 0.712



DFT (ωB97M-V with the def2-TZVPD basis set) results for 4 unconnected molecules or ions with the total composition H8O4.

## Properties
- Multiplicity: 1
- Highest occupied orbital energy: -0.400 hartree
- Energy above the lowest of the compared OMol25 structures with the same formula, charge and spin: 91.8 kJ/mol
- Total charge: 0
- HOMO-LUMO gap: 10.891 eV
- Calculated total energy: -305.744253 a.u.
- SMILES: O.O.O.O

Geometry (Å):
1 H 1.815 -0.299 1.977
2 O -0.393 -0.646 -0.530
3 H -1.262 -1.019 -0.469
4 H -0.506 0.135 0.003
5 O -0.550 1.107 1.471
6 O 1.517 -1.218 1.853
7 O 0.562 -0.008 -3.113
8 H -0.935 1.880 1.079
9 H 0.117 -0.369 -2.386
10 H 0.736 -1.224 1.276
11 H -1.151 0.914 2.175
12 H 0.049 0.745 -3.335